(1)
Density functional theory data (wB97M-V/def2-TZVPD) for a structure of composition C27H28IrN2O5P2 in a non-equilibrium geometry.

Computed properties:
HOMO-LUMO gap (alpha / beta)   6.248 / 4.464 eV
Lowest unoccupied orbital energy (alpha / beta)   -0.2284 / -0.3668 Ha
Relative energy (zero: lowest compared OMol25 entry of this formula, charge and spin)   0.0 kJ/mol
Net charge   +2
Multiplicity   6

Atoms and positions in Å:
C -1.682 2.966 -3.685
C -1.273 1.700 -3.318
C 0.060 1.307 -3.648
C 1.068 2.331 -3.839
C 0.609 3.677 -3.962
C -0.749 3.957 -4.033
C 2.409 1.878 -3.901
C 2.745 0.551 -3.538
C 1.636 -0.368 -3.376
C 1.865 -1.656 -2.808
C 3.142 -2.182 -2.891
C 4.245 -1.351 -3.171
C 4.054 0.015 -3.354
H -2.744 3.199 -3.692
H 1.338 4.481 -3.975
H -1.106 4.941 -4.313
H 3.194 2.574 -4.258
H 3.306 -3.240 -2.694
H 5.243 -1.784 -3.219
H 4.894 0.710 -3.337
N 0.396 0.009 -3.731
Ir -0.831 -0.410 0.736
C -2.214 0.725 -2.623
H -2.010 -0.280 -3.006
H -3.246 1.024 -2.865
C 0.715 -2.433 -2.214
H -0.152 -2.301 -2.865
H 1.009 -3.491 -2.190
P -2.159 0.598 -0.751
P 0.092 -2.051 -0.483
C 1.377 -2.724 0.634
H 1.112 -2.466 1.668
H 1.480 -3.813 0.551
H 2.337 -2.251 0.397
C -1.342 -3.174 -0.251
H -1.019 -4.212 -0.140
H -1.860 -2.853 0.664
H -2.034 -3.084 -1.093
C -2.552 2.263 -0.145
H -3.491 2.651 -0.556
H -2.637 2.223 0.947
H -1.735 2.950 -0.393
C -3.572 -0.434 -0.207
H -3.404 -0.638 0.862
H -4.512 0.102 -0.328
H -3.597 -1.388 -0.737
C -1.123 -0.515 2.566
O -1.267 -0.536 3.725
H 0.378 0.928 0.571
O 0.491 3.770 0.371
C 0.973 2.791 0.921
O 1.171 1.589 0.285
C 1.397 2.745 2.382
C 2.302 1.781 2.893
C 2.346 1.511 4.258
C 1.552 2.268 5.138
C 0.719 3.304 4.648
C 0.664 3.543 3.275
N 1.499 1.865 6.505
O 2.184 0.887 6.885
O 0.746 2.505 7.274
H 2.985 1.265 2.220
H 2.960 0.699 4.641
H 0.085 3.864 5.328
H 0.052 4.350 2.873

(2)
Density functional theory data (wB97M-V/def2-TZVPD) for a structure of composition C27H28N3O4S2SbZr in a non-equilibrium geometry.

Computed properties:
HOMO-LUMO gap   8.112 eV
Lowest unoccupied orbital energy   -0.2288 Ha
Net charge   +2

Atoms and positions in Å:
Zr 13.012 10.392 9.753
C 6.411 6.293 6.846
C 7.779 6.729 7.265
C 7.973 8.061 7.586
C 9.180 8.586 7.977
C 10.240 7.690 7.947
C 10.113 6.370 7.554
C 8.849 5.878 7.300
S 11.992 8.098 8.309
O 12.866 7.008 7.992
O 12.099 8.572 9.799
N 12.649 9.398 7.681
C 12.024 10.424 6.822
C 12.108 11.435 7.943
O 11.318 11.223 8.975
O 13.183 12.028 8.188
H 5.718 7.044 7.186
H 6.151 5.287 7.185
H 6.349 6.160 5.792
H 7.202 8.795 7.408
H 9.357 9.598 8.279
H 10.970 5.710 7.548
H 8.773 4.846 7.021
H 11.003 10.090 6.557
H 12.668 10.743 6.020
N 15.265 10.244 9.515
N 14.926 8.982 10.130
H 15.591 10.150 8.556
H 15.899 10.813 10.031
H 15.448 8.900 10.980
H 15.267 8.264 9.488
S 13.285 11.432 12.009
Sb 12.756 13.769 12.229
C 11.080 13.848 13.481
C 10.252 14.976 13.678
C 9.255 14.812 14.643
C 9.112 13.642 15.422
C 9.966 12.591 15.215
C 10.924 12.638 14.209
C 14.343 14.596 13.419
C 14.122 15.149 14.650
C 15.156 15.308 15.542
C 16.417 14.853 15.217
C 16.610 14.307 13.957
C 15.580 14.084 13.048
C 12.526 14.497 10.262
C 11.208 14.397 9.759
C 10.882 14.917 8.554
C 11.928 15.409 7.711
C 13.223 15.536 8.156
C 13.502 15.045 9.463
H 10.312 15.878 13.057
H 8.481 15.572 14.803
H 8.349 13.646 16.206
H 9.958 11.741 15.874
H 11.563 11.745 14.113
H 13.131 15.381 14.925
H 14.839 15.805 16.487
H 17.185 14.959 15.993
H 17.528 13.769 13.789
H 15.769 13.615 12.117
H 10.490 13.846 10.378
H 9.860 14.878 8.266
H 11.718 15.848 6.721
H 13.953 15.881 7.464
H 14.527 15.212 9.897

(3)
Density functional theory data (wB97M-V/def2-TZVPD) for a structure of composition C27H28N7SiV in a non-equilibrium geometry.

Computed properties:
HOMO-LUMO gap (alpha / beta)   4.242 / 4.214 eV
Lowest unoccupied orbital energy (alpha / beta)   -0.5754 / -0.5779 Ha
Relative energy (zero: lowest compared OMol25 entry of this formula, charge and spin)   239.0 kJ/mol
Net charge   +4

Atoms and positions in Å:
V -0.067 0.238 -0.487
C 1.381 2.749 -1.648
N 0.136 2.041 -1.937
C -1.164 2.759 -1.922
C -2.228 1.670 -1.725
N -2.036 0.477 -1.125
C -3.370 -0.111 -1.049
C -3.885 -1.150 -0.296
C -5.207 -1.381 -0.296
C -6.146 -0.477 -0.936
C -5.627 0.574 -1.646
C -4.246 0.738 -1.665
N -3.490 1.849 -2.120
C 2.320 1.818 -0.929
N 1.977 0.625 -0.528
C 3.166 0.032 0.088
C 3.338 -1.287 0.445
C 4.644 -1.718 0.710
C 5.718 -0.796 0.708
C 5.520 0.579 0.372
C 4.217 0.963 0.117
N 3.603 2.120 -0.572
H 1.859 3.082 -2.595
H 1.144 3.579 -0.990
H 0.316 1.648 -2.884
H -1.165 3.446 -0.987
H -1.372 3.323 -2.842
H -3.296 -1.674 0.504
H -5.630 -2.377 0.033
H -7.221 -0.543 -0.691
H -6.247 1.280 -2.158
H -3.909 2.638 -2.612
H 2.553 -2.022 0.598
H 4.812 -2.762 0.943
H 6.774 -1.168 0.881
H 6.362 1.245 0.308
H 4.031 3.027 -0.737
N 1.978 -1.428 -6.171
C 1.554 -1.879 -5.185
C 1.088 -2.189 -3.864
C 0.624 -3.432 -3.528
C 0.056 -3.638 -2.264
C -0.099 -2.532 -1.417
N 0.288 -1.301 -1.814
C 0.836 -1.125 -3.032
H 0.661 -4.242 -4.298
H -0.390 -4.567 -1.991
H -0.512 -2.631 -0.420
H 1.060 -0.058 -3.309
C 1.426 0.469 4.719
Si -0.353 0.256 4.244
C -1.064 -1.315 5.185
C -1.325 1.823 4.650
C -0.227 0.031 2.358
C -0.256 -0.362 1.152
H 1.411 0.751 5.734
H 1.988 1.163 4.104
H 2.002 -0.446 4.713
H -0.411 -2.116 4.779
H -2.126 -1.499 4.836
H -1.105 -1.145 6.281
H -1.245 2.126 5.702
H -2.398 1.629 4.536
H -1.024 2.621 3.967

(4)
Density functional theory data (wB97M-V/def2-TZVPD) for a structure of composition C27H28NOOsPSe2Si.

Computed properties:
HOMO-LUMO gap (alpha / beta)   8.378 / 6.131 eV
Lowest unoccupied orbital energy (alpha / beta)   -0.2109 / -0.3116 Ha
Relative energy (zero: lowest compared OMol25 entry of this formula, charge and spin)   4.1 kJ/mol
Net charge   +2
Multiplicity   5

Atoms and positions in Å:
Os 0.554 0.205 -0.077
Se -1.687 0.366 -0.964
P -2.358 -1.184 0.493
Se -0.318 -1.471 1.360
C -3.013 -2.630 -0.295
C -2.200 -3.692 -0.691
C -2.770 -4.778 -1.333
C -4.133 -4.797 -1.594
C -4.942 -3.733 -1.211
C -4.388 -2.650 -0.553
C -3.522 -0.589 1.695
C -3.729 0.776 1.893
C -4.639 1.192 2.852
C -5.322 0.253 3.612
C -5.107 -1.107 3.423
C -4.216 -1.536 2.456
H -1.135 -3.678 -0.496
H -2.152 -5.616 -1.626
H -4.572 -5.649 -2.095
H -6.004 -3.754 -1.415
H -5.023 -1.832 -0.233
H -3.190 1.508 1.304
H -4.820 2.247 3.004
H -6.035 0.583 4.357
H -5.642 -1.832 4.022
H -4.065 -2.596 2.295
C 3.598 -0.886 3.146
Si 2.820 0.692 2.561
C 1.188 1.052 3.377
C 3.902 2.192 2.737
N 2.465 0.529 0.758
C 3.396 0.688 -0.181
C 4.805 0.579 0.054
C 5.702 0.794 -0.950
C 5.259 1.140 -2.237
C 3.900 1.262 -2.530
C 3.003 1.031 -1.526
O 1.634 1.118 -1.701
C 1.092 1.656 -2.917
C 0.892 3.017 -2.978
C 0.335 3.523 -4.146
C 0.004 2.668 -5.190
C 0.218 1.302 -5.081
C 0.775 0.771 -3.923
H 3.568 -0.911 4.239
H 4.641 -0.998 2.847
H 3.049 -1.758 2.782
H 1.410 1.441 4.374
H 0.554 0.180 3.494
H 0.610 1.828 2.863
H 4.040 2.396 3.802
H 3.416 3.068 2.300
H 4.896 2.103 2.298
H 5.139 0.300 1.044
H 6.762 0.697 -0.762
H 5.980 1.313 -3.024
H 3.574 1.538 -3.522
H 1.159 3.663 -2.151
H 0.164 4.587 -4.236
H -0.427 3.072 -6.096
H -0.047 0.642 -5.897
H 0.952 -0.291 -3.810

(5)
Density functional theory data (wB97M-V/def2-TZVPD) for a structure of composition C27H29BN6O4S3V in a non-equilibrium geometry.

Computed properties:
HOMO-LUMO gap (alpha / beta)   6.236 / 6.620 eV
Lowest unoccupied orbital energy (alpha / beta)   -0.0141 / -0.0002 Ha
Relative energy (zero: lowest compared OMol25 entry of this formula, charge and spin)   100.0 kJ/mol
Multiplicity   2

Atoms and positions in Å:
V -0.530 -0.846 -0.438
C 3.130 1.238 0.757
N 2.437 0.636 1.869
C 2.844 -0.498 2.550
C 1.948 -0.694 3.542
N 1.007 0.309 3.482
B -0.117 0.493 4.521
N -1.422 0.758 3.712
C -2.363 1.680 4.074
C -3.339 1.674 3.135
N -2.968 0.737 2.190
C -3.744 0.396 1.019
C -1.792 0.191 2.586
S -0.970 -1.155 1.874
C 1.312 1.132 2.453
S 0.465 2.508 1.940
H 4.199 1.257 0.963
H 2.756 2.253 0.641
H 2.941 0.681 -0.166
H 3.713 -1.057 2.256
H 1.888 -1.467 4.287
H 0.059 1.461 5.214
H -0.225 -0.524 5.161
H -2.243 2.276 4.959
H -4.239 2.253 3.036
H -4.650 0.999 1.029
H -4.015 -0.661 1.042
H -3.190 0.620 0.113
S -0.639 0.557 -4.908
C 0.309 -0.855 -4.713
C 0.252 -1.276 -3.428
N -0.526 -0.498 -2.607
C -1.051 0.503 -3.261
H 0.850 -1.295 -5.533
H 0.746 -2.139 -3.010
H -1.679 1.244 -2.792
C -2.502 -3.532 -2.297
C -1.514 -4.396 -1.569
C -1.572 -5.779 -1.684
C -0.665 -6.588 -1.019
C 0.320 -6.024 -0.221
C 0.423 -4.649 -0.081
C 1.463 -4.028 0.804
C -0.503 -3.837 -0.768
N -0.402 -2.476 -0.633
H -3.465 -4.036 -2.377
H -2.159 -3.307 -3.311
H -2.656 -2.580 -1.787
H -2.346 -6.224 -2.297
H -0.730 -7.664 -1.118
H 1.023 -6.661 0.304
H 2.262 -4.737 1.013
H 1.024 -3.715 1.754
H 1.890 -3.133 0.351
O 1.083 0.329 -0.419
C 0.325 1.340 -0.527
O -0.930 1.154 -0.427
C 0.848 2.646 -0.959
C 2.024 2.690 -1.691
C 2.523 3.900 -2.177
C 1.798 5.027 -1.878
O 2.073 6.316 -2.222
C 1.068 7.115 -1.597
O 0.115 6.243 -1.004
C 0.619 4.978 -1.144
C 0.105 3.803 -0.675
H 2.556 1.768 -1.880
H 3.437 3.952 -2.750
H 0.577 7.728 -2.355
H 1.531 7.734 -0.822
H -0.798 3.753 -0.083

(6)
Density functional theory data (wB97M-V/def2-TZVPD) for a structure of composition C27H29BeN4S3Sb in a non-equilibrium geometry.

Computed properties:
HOMO-LUMO gap   5.359 eV
Lowest unoccupied orbital energy   -0.2555 Ha
Relative energy (zero: lowest compared OMol25 entry of this formula, charge and spin)   157.3 kJ/mol
Net charge   +2

Atoms and positions in Å:
Be 10.596 12.339 11.829
S 10.329 8.431 15.970
C 10.137 7.916 17.605
C 9.637 8.867 18.463
C 9.347 10.057 17.814
C 9.790 10.007 16.453
C 9.775 11.159 15.588
C 9.982 10.999 14.186
N 10.035 12.085 13.404
C 9.834 13.356 13.941
C 9.566 13.595 15.338
C 9.371 14.961 15.737
C 9.350 15.988 14.755
C 9.559 15.719 13.374
C 9.427 16.619 12.336
C 9.688 16.232 11.010
C 10.217 14.950 10.709
N 10.295 14.046 11.721
C 9.864 14.377 12.996
C 9.487 17.280 9.994
C 9.730 18.620 10.245
C 9.565 19.405 9.015
C 9.283 18.629 7.904
S 9.267 16.935 8.269
C 9.547 12.448 16.136
H 10.450 6.871 17.788
H 9.452 8.656 19.508
H 9.017 11.019 18.314
H 10.118 9.996 13.776
H 9.104 15.182 16.756
H 9.197 17.017 15.124
H 9.176 17.677 12.560
H 10.624 14.727 9.729
H 9.970 19.055 11.228
H 9.634 20.470 8.976
H 9.143 18.950 6.856
H 9.369 12.525 17.192
C 13.948 13.095 9.655
N 14.111 12.179 10.793
C 15.389 11.877 11.429
C 15.028 10.793 12.544
N 13.569 10.591 12.315
C 13.124 11.344 11.245
S 11.561 11.174 10.556
H 12.868 13.116 9.414
H 14.508 12.621 8.783
H 14.378 14.084 9.834
H 15.801 12.778 11.890
H 16.156 11.513 10.721
H 15.185 11.174 13.540
H 15.647 9.915 12.407
H 12.995 9.942 12.851
C 6.579 10.614 9.205
Sb 6.420 10.822 11.399
C 5.578 12.858 11.868
C 4.678 9.487 11.528
H 6.140 11.491 8.704
H 6.119 9.738 8.818
H 7.653 10.576 9.056
H 6.417 13.486 12.146
H 4.966 12.784 12.799
H 4.950 13.257 11.080
H 4.541 9.004 12.506
H 4.748 8.782 10.696
H 3.797 10.083 11.361

(7)
Density functional theory data (wB97M-V/def2-TZVPD) for a structure of composition C27H29FIN7O5STi.

Computed properties:
HOMO-LUMO gap (alpha / beta)   4.774 / 6.104 eV
Lowest unoccupied orbital energy (alpha / beta)   -0.1077 / -0.1077 Ha
Relative energy (zero: lowest compared OMol25 entry of this formula, charge and spin)   35.9 kJ/mol
Net charge   +1
Multiplicity   2

Atoms and positions in Å:
Ti 2.725 -1.554 0.931
C -1.367 4.237 3.287
C -0.786 4.317 1.883
N -0.269 3.036 1.413
C 1.077 2.784 1.572
C 1.613 1.597 1.207
C 3.053 1.211 1.345
O 3.933 1.804 0.718
O 3.217 0.126 2.023
C 0.799 0.604 0.625
O 1.379 -0.531 0.198
C -0.580 0.816 0.471
C -1.432 -0.157 -0.083
C -2.773 0.111 -0.184
F -3.587 -0.811 -0.757
C -3.340 1.294 0.259
C -2.497 2.277 0.797
C -1.130 2.066 0.901
N -4.751 1.539 0.154
C -5.606 0.571 0.838
C -7.056 1.097 0.796
N -7.005 2.526 0.337
C -6.531 2.616 -1.089
C -5.242 1.781 -1.200
H -1.766 5.206 3.590
H -0.595 3.949 4.000
H -2.168 3.500 3.348
H 0.043 5.022 1.856
H -1.519 4.681 1.161
H 1.662 3.588 1.992
H -1.031 -1.105 -0.413
H -2.952 3.191 1.149
H -5.264 0.477 1.868
H -5.580 -0.419 0.376
H -7.540 1.074 1.769
H -7.680 0.567 0.080
H -6.298 2.997 0.908
H -7.902 2.993 0.457
H -6.370 3.671 -1.301
H -7.337 2.244 -1.718
H -4.493 2.338 -1.758
H -5.437 0.847 -1.738
N 3.641 -1.033 -5.905
C 3.475 -1.471 -4.595
C 4.525 -2.070 -3.901
C 4.347 -2.556 -2.616
C 3.106 -2.465 -1.986
C 2.058 -1.865 -2.681
C 2.235 -1.375 -3.962
S 4.924 0.115 -0.762
O 6.299 0.458 -0.848
O 4.641 -0.949 0.212
N 2.881 -2.834 -0.641
C 3.602 -3.784 -0.004
N 4.246 -4.806 -0.572
C 4.867 -5.622 0.269
C 4.898 -5.451 1.651
C 4.239 -4.346 2.147
N 3.585 -3.529 1.331
H 4.588 -0.835 -6.187
H 2.992 -0.330 -6.217
H 5.496 -2.164 -4.373
H 5.181 -3.021 -2.107
H 1.094 -1.779 -2.196
H 1.400 -0.921 -4.483
H 5.379 -6.464 -0.183
H 5.425 -6.135 2.298
H 4.223 -4.102 3.203
I 0.200 -3.368 1.904
C 1.624 -1.957 2.656
H 2.143 -2.432 3.484
H 1.069 -1.086 2.995

| no. | E (Eh) |
| --- | --- |
| 1 | -2317.57774 |
| 2 | -2594.05737 |
| 3 | -2660.78568 |
| 4 | -6699.54823 |
| 5 | -3839.30727 |
| 6 | -2714.39264 |
| 7 | -3450.85588 |